This record from the Open Molecules 2025 dataset describes a structure of composition C12H29AlBeBr2Cl2CsO13PS2. The level of theory is ωB97M-V with the def2-TZVPD basis set.

net charge: +2
Kohn-Sham gap: 1.88 eV
HOMO: -13.089 eV
calculated total energy: -8935.02515 Eh

Each line ends with the Löwdin charge.
Element x y z (Å)
C (3.194, 0.436, 2.588)  -0.171
C (3.802, -0.974, 2.858)  -0.280
C (2.844, -2.061, 2.376)  -0.486
C (3.490, -3.472, 2.203)  -0.071
P (1.421, -2.225, 3.523)  1.165
C (0.132, -1.077, 2.845)  -0.276
C (-1.268, -1.325, 3.295)  -0.842
O (-1.776, -0.726, 4.238)  -0.126
Cl (-2.213, -2.463, 2.442)  0.905
H (2.153, 0.313, 2.284)  0.028
H (3.727, 0.927, 1.783)  0.069
H (3.263, 1.075, 3.491)  -0.075
H (4.699, -1.058, 2.247)  0.102
H (4.092, -1.091, 3.903)  0.071
H (2.428, -1.769, 1.409)  0.125
H (3.154, -3.867, 1.244)  0.089
H (4.572, -3.384, 2.165)  0.094
H (3.193, -4.203, 2.956)  0.065
H (0.988, -3.561, 3.538)  0.057
H (1.853, -1.827, 4.800)  0.036
H (0.473, -0.065, 3.082)  0.093
H (0.209, -1.196, 1.761)  0.117
Br (3.057, 0.827, 5.612)  0.189
O (6.091, 0.794, 2.164)  -0.042
H (6.661, 1.226, 2.809)  0.060
H (6.080, 1.411, 1.423)  0.061
Be (-2.528, 1.023, 4.168)  0.866
Br (4.195, 2.488, 7.086)  0.159
O (1.244, 4.828, 2.304)  -0.251
Cl (1.673, 3.947, 1.255)  0.662
O (0.947, 2.681, 1.373)  -0.298
O (3.076, 3.694, 1.386)  -0.307
O (1.402, 4.520, -0.027)  -0.225
O (-2.521, -2.654, -1.168)  -0.339
S (-3.658, -3.590, -1.099)  0.157
O (-3.542, -4.429, 0.159)  -0.600
O (-3.638, -4.478, -2.250)  -0.291
O (-4.918, -2.826, -1.062)  -0.866
C (-0.882, -0.352, -5.216)  -0.213
C (-1.094, -1.038, -6.572)  -0.201
C (-2.221, -2.064, -6.398)  -0.201
S (-3.264, -1.444, -5.078)  0.631
O (-3.186, -2.349, -3.956)  -0.378
O (-4.534, -1.023, -5.619)  -0.339
C (-2.277, 0.005, -4.711)  -0.225
H (-0.252, 0.531, -5.303)  0.119
H (-0.400, -1.045, -4.523)  0.120
H (-1.385, -0.293, -7.314)  0.122
H (-0.183, -1.514, -6.929)  0.119
H (-2.817, -2.171, -7.300)  0.110
H (-1.837, -3.035, -6.090)  0.111
H (-2.309, 0.212, -3.642)  0.101
H (-2.697, 0.842, -5.269)  0.113
Cs (-5.549, -1.033, -2.205)  1.329
C (-2.990, 5.688, -0.174)  -0.067
C (-1.912, 4.615, -0.156)  -0.286
O (-1.064, 4.765, 0.971)  -0.076
H (-2.537, 6.678, -0.194)  0.088
H (-3.635, 5.577, -1.046)  0.081
H (-3.608, 5.634, 0.726)  0.075
H (-1.285, 4.685, -1.042)  0.119
H (-2.365, 3.614, -0.129)  0.113
H (-1.609, 4.694, 1.763)  0.097
Al (-2.162, -6.047, 0.240)  0.909

Atomic forces in eV per Å
0.23 -0.41 0.51
-0.38 0.93 -0.59
0.38 -1.06 0.35
-0.48 0.19 -0.36
0.83 0.65 -1.18
0.05 -0.49 0.14
-0.40 -0.73 -0.58
-0.85 2.25 0.23
0.55 0.30 0.04
0.09 0.46 -0.06
-0.15 0.08 -0.06
-0.10 -0.31 -1.53
0.11 -0.15 0.20
0.06 -0.22 -0.04
-0.11 0.12 0.10
0.10 -0.14 0.06
0.01 -0.02 0.17
0.27 0.05 0.15
-0.28 0.27 0.19
-0.40 -0.16 0.03
-0.19 -0.01 0.22
-0.08 -0.13 0.02
1.01 1.71 2.62
0.15 0.18 -0.02
0.06 -0.07 0.02
0.03 -0.01 -0.02
0.78 -1.43 0.15
-1.11 -1.57 -1.21
-0.38 -0.20 0.11
1.77 0.49 0.28
-0.52 -0.18 0.01
-0.34 -0.30 -0.02
-0.28 -0.25 -0.16
-0.04 0.00 0.82
0.34 0.04 -1.69
1.27 -1.39 1.10
0.17 -0.41 0.48
1.38 -3.84 3.01
0.03 -0.12 -0.03
-0.04 0.10 0.04
0.31 -0.02 -0.28
0.62 0.17 -0.73
-0.42 0.27 -0.02
-0.30 -0.11 0.49
0.27 0.19 0.03
-0.01 0.01 0.01
-0.02 0.02 0.03
-0.01 0.00 0.01
-0.02 -0.02 -0.01
-0.14 -0.07 0.10
-0.10 -0.01 0.11
-0.10 -0.09 0.01
-0.06 -0.04 -0.01
-1.62 4.00 -2.79
-0.03 0.05 0.08
-0.15 0.12 0.09
-0.46 -0.21 -0.09
0.05 -0.03 -0.07
0.00 -0.01 0.01
-0.06 -0.05 -0.05
0.14 -0.03 0.10
-0.04 0.03 -0.13
0.04 0.22 0.06
-1.40 1.39 -0.44